# 1
C37H31N4O5STm | wB97M-V/def2-TZVPD

Geometry (Å):
Tm -0.13 -0.03 -0.52
C -3.97 -0.27 -1.57
C -2.74 0.14 -2.33
C -2.38 1.49 -2.43
C -1.23 1.89 -3.10
C -0.41 0.94 -3.69
C -0.76 -0.41 -3.62
C -1.93 -0.79 -2.98
H -4.83 -0.32 -2.24
H -4.19 0.44 -0.78
H -3.85 -1.27 -1.13
H -2.95 2.21 -1.88
H -0.93 2.93 -3.07
H 0.54 1.22 -4.12
H -0.09 -1.18 -3.99
H -2.15 -1.85 -2.88
C 1.58 -3.94 -2.21
O 2.89 -3.48 -1.82
C 3.26 -2.26 -2.32
C 4.33 -2.21 -3.16
C 4.80 -1.00 -3.69
C 4.15 0.16 -3.35
C 3.05 0.15 -2.49
C 2.48 1.39 -2.05
N 1.42 1.53 -1.31
N 1.14 2.84 -0.96
C -0.02 2.93 -0.36
O -0.88 1.99 -0.16
C -0.35 4.25 0.18
C -1.64 4.55 0.60
C -1.93 5.82 1.07
C -0.92 6.77 1.16
C 0.38 6.46 0.77
C 0.66 5.20 0.28
C 2.60 -1.08 -1.93
O 1.61 -1.14 -1.09
H 1.43 -3.79 -3.27
H 0.80 -3.42 -1.67
H 1.53 -5.00 -1.98
H 4.82 -3.15 -3.40
H 5.67 -0.98 -4.33
H 4.49 1.12 -3.71
H 2.99 2.31 -2.33
H -2.39 3.78 0.53
H -2.92 6.08 1.41
H -1.14 7.75 1.55
H 1.15 7.20 0.87
H 1.68 4.96 -0.03
O -2.68 -3.19 0.47
S -1.39 -2.57 0.39
O -0.94 -2.22 -0.96
N -1.20 -1.20 1.12
C -1.56 -0.91 2.43
C -2.47 -1.62 3.20
C -2.85 -1.15 4.46
C -2.33 0.00 4.99
C -1.36 0.73 4.26
C -0.76 1.91 4.74
C 0.15 2.57 3.97
C 0.51 2.02 2.72
N -0.01 0.91 2.23
C -0.95 0.27 2.98
C -0.15 -3.64 1.03
C 1.14 -3.13 1.26
C 2.15 -3.99 1.66
C 1.90 -5.33 1.86
C 0.63 -5.83 1.63
C -0.41 -5.00 1.21
H -2.93 -2.48 2.76
H -3.56 -1.73 5.04
H -2.64 0.35 5.96
H -1.05 2.29 5.71
H 0.60 3.48 4.31
H 1.24 2.51 2.11
H 1.38 -2.09 1.11
H 3.13 -3.57 1.84
H 2.69 -5.99 2.20
H 0.42 -6.88 1.80
H -1.42 -5.38 1.06

## Properties
* expectation value of S²: 2.00
* multiplicity: 3
* calculated total energy: -3507.33228 Eh
* highest occupied orbital energy (spin up / spin down): -7.57 / -7.57 eV
* gap between HOMO and LUMO (spin up / spin down): 7.534 / 7.542 eV

Results of the Mulliken charge analysis, in e, for atoms 1 through 5: number 1, Tm, carries 0.742; number 2, C, carries -1.642; number 3, C, carries 0.653; number 4, C, carries -0.168; number 5, C, carries -0.134

# 2
C37H32BrN6O10S2Ta | wB97M-V/def2-TZVPD

Geometry (Å):
Ta -0.19 -0.55 -0.63
O -1.92 -1.66 3.73
C -0.98 -2.63 3.72
C -1.17 -3.75 4.57
C -0.41 -4.86 4.46
C 0.59 -4.93 3.53
C 0.95 -3.81 2.84
C 0.12 -2.65 2.84
C 0.54 -1.52 2.00
O 0.48 -1.83 0.57
N -0.16 -0.29 2.14
N 0.15 0.64 1.08
C 0.44 1.93 1.26
C -0.37 2.97 1.76
Br -2.25 2.58 2.28
C 0.26 4.22 1.95
C -0.29 5.29 2.65
C -1.29 5.08 3.64
C -1.98 6.14 4.18
C -1.48 7.44 3.92
C -0.36 7.68 3.09
C 0.20 6.65 2.44
H -2.46 -1.62 2.86
H -2.00 -3.63 5.28
H -0.56 -5.80 5.06
H 1.21 -5.82 3.38
H 1.84 -3.82 2.19
H 1.62 -1.38 2.27
H -0.22 0.06 3.11
H 1.36 2.25 0.84
H 1.23 4.33 1.50
H -1.51 4.06 4.01
H -2.86 5.96 4.82
H -1.85 8.36 4.39
H -0.01 8.69 2.87
H 0.96 6.78 1.68
O -1.98 2.72 -2.58
C -1.89 1.62 -2.00
O -0.72 1.07 -1.77
C -3.20 1.00 -1.47
C -4.49 1.59 -1.79
C -5.66 1.05 -1.29
C -5.60 -0.08 -0.44
C -4.38 -0.50 -0.07
C -3.18 -0.10 -0.65
O -2.05 -0.89 -0.55
N -4.33 -1.43 1.08
O -5.38 -1.77 1.59
O -3.15 -1.79 1.49
N -6.93 1.63 -1.62
O -7.95 1.05 -1.20
O -6.87 2.57 -2.42
H -4.52 2.46 -2.39
H -6.48 -0.55 -0.08
S 5.63 1.81 -3.27
C 4.22 1.01 -2.62
C 3.13 1.89 -2.46
C 1.92 1.42 -1.93
N 1.83 0.11 -1.50
C 2.87 -0.75 -1.73
C 4.03 -0.34 -2.33
C 6.87 0.63 -3.03
C 7.28 0.19 -1.77
C 8.29 -0.75 -1.79
N 8.82 -1.24 -2.89
C 8.47 -0.73 -4.09
C 7.49 0.19 -4.24
H 3.20 2.91 -2.76
H 1.05 2.04 -1.85
H 2.65 -1.84 -1.52
H 4.79 -1.18 -2.43
H 6.77 0.55 -0.87
H 8.63 -1.18 -0.83
H 9.01 -1.15 -4.96
H 7.11 0.47 -5.19
O -0.05 -1.95 -2.00
S -0.79 -2.69 -3.23
C -0.44 -4.38 -2.74
C -1.49 -4.85 -1.82
C -2.64 -3.93 -1.70
C -2.59 -2.91 -2.82
H 0.59 -4.40 -2.39
H -0.47 -4.89 -3.73
H -1.05 -5.19 -0.87
H -1.83 -5.83 -2.17
H -2.59 -3.40 -0.74
H -3.59 -4.52 -1.60
H -3.05 -1.97 -2.56
H -2.96 -3.40 -3.71

## Properties
* calculated total energy: -5936.76216 Eh
* highest occupied orbital energy (spin up / spin down): -12.67 / -12.67 eV
* gap between HOMO and LUMO (spin up / spin down): 5.341 / 5.341 eV
* total charge: +2

Results of the Mulliken charge analysis, in e, for atoms 1 through 5: number 1, Ta, carries 2.094; number 2, O, carries -0.687; number 3, C, carries 0.884; number 4, C, carries -0.665; number 5, C, carries -0.349